Entry from the Open Molecules 2025 dataset: C11H37BBaN2O16P3 as an isolated structure at a distorted geometry (wB97M-V/def2-TZVPD).

Structure (XYZ):
```
71
Properties=species:S:1:pos:R:3
Ba -0.797 0.951 1.078
B -0.237 -0.016 -1.485
H -1.161 0.510 -1.673
H 0.036 -0.634 -2.327
H 0.534 0.717 -1.306
H -0.389 -0.676 -0.645
C -1.411 -3.024 -0.669
N -2.030 -4.350 -0.969
O -1.581 -4.981 -1.895
O -2.942 -4.648 -0.267
H -0.323 -2.991 -0.606
H -1.782 -2.681 0.297
H -1.947 -2.395 -1.379
C 2.702 -0.011 -3.806
N 3.262 0.725 -4.920
O 2.702 0.621 -6.046
O 4.166 1.563 -4.666
H 1.846 -0.583 -4.163
H 2.293 0.717 -3.106
H 3.484 -0.647 -3.390
C -5.684 -2.576 -0.506
O -4.698 -1.666 -0.035
P -4.520 -0.108 -0.385
O -3.418 0.593 0.337
O -4.332 -0.181 -2.009
C -4.398 1.116 -2.633
O -6.047 0.495 -0.201
C -6.611 0.703 1.110
H -5.618 -2.697 -1.588
H -6.742 -2.411 -0.305
H -5.504 -3.494 0.054
H -4.760 1.085 -3.661
H -3.445 1.644 -2.650
H -5.094 1.791 -2.135
H -5.942 0.332 1.886
H -7.494 0.078 1.248
H -6.909 1.741 1.257
C 2.419 5.853 -0.527
O 1.864 4.544 -0.277
P 2.313 3.596 0.944
O 1.325 2.479 1.132
O 3.825 3.187 0.587
C 4.129 1.858 0.044
O 2.427 4.594 2.255
C 1.246 4.966 2.948
H 2.927 5.916 -1.489
H 2.880 6.300 0.354
H 1.580 6.518 -0.736
H 3.335 1.520 -0.622
H 4.293 1.205 0.902
H 4.960 2.020 -0.642
H 0.309 4.681 2.471
H 1.128 6.043 2.828
H 1.205 4.828 4.029
C 3.889 -2.085 -0.025
O 3.682 -2.028 1.354
P 2.204 -1.935 1.986
O 1.311 -0.911 1.361
O 1.652 -3.463 1.932
C 2.500 -4.509 2.387
O 2.508 -1.726 3.571
C 1.489 -1.803 4.528
H 4.812 -2.634 -0.214
H 3.826 -1.114 -0.517
H 3.028 -2.635 -0.405
H 2.190 -4.821 3.385
H 3.533 -4.184 2.506
H 2.563 -5.398 1.759
H 1.286 -0.922 5.136
H 1.613 -2.644 5.211
H 0.542 -1.912 4.000
```

The total charge is +1. Its max |F| is 4.4 eV/Å. The energy above the lowest of the compared OMol25 structures with the same formula, charge and spin comes out at 89.6 kJ/mol. The gap between HOMO and LUMO is 9.31 eV. The LUMO energy is -3.17 eV.

Atom charges from the Löwdin analysis, given in e for atoms 1 to 2: number 1, Ba, carries 1.95; number 2, B, carries -0.57

***

Entry from the Open Molecules 2025 dataset: one molecule with the formula C3H5N3OS at a distorted geometry (wB97M-V/def2-TZVPD).

Structure (XYZ):
```
13
Properties=species:S:1:pos:R:3
C -3.462 -1.194 0.201
C 0.028 -0.697 0.135
C 0.976 1.567 -0.319
H -3.488 -2.258 0.300
H -4.422 -0.725 0.023
H -1.327 -2.260 0.402
H -1.001 1.129 -0.125
H 0.635 2.613 -0.489
N -2.394 -0.527 0.064
N -1.243 -1.244 0.190
N -0.088 0.728 -0.207
O 1.061 -1.320 0.304
S 2.621 1.332 -0.185
```

The total charge is 0. Its max |F| is 2.6 eV/Å. The energy above the lowest of the compared OMol25 structures with the same formula, charge and spin comes out at 180.4 kJ/mol. The gap between HOMO and LUMO is 8.46 eV. The LUMO energy is 0.31 eV. Its structure (SMILES) is C=NNC(=O)NC=S.

Atom charges from the Löwdin analysis, given in e for atoms 1 to 2: number 1, C, carries -0.02; number 2, C, carries -0.46

***

Entry from the Open Molecules 2025 dataset: an isolated ion of composition C8H16F3S and charge +1 (wB97M-V/def2-TZVPD).

Structure (XYZ):
```
28
Properties=species:S:1:pos:R:3
C -1.961 2.894 1.264
C -1.828 2.213 -0.096
C -3.022 2.537 -1.017
C -1.612 0.686 0.095
C -0.197 0.301 -0.316
S 0.064 -1.490 -0.127
C 1.862 -1.659 -0.251
C 2.309 -3.065 0.129
C 3.800 -3.207 -0.111
F 4.230 -4.392 0.308
F 4.075 -3.093 -1.418
F 4.488 -2.253 0.535
H -2.045 3.973 1.142
H -1.096 2.698 1.903
H -2.858 2.545 1.779
H -0.924 2.612 -0.568
H -3.534 1.639 -1.363
H -2.709 3.095 -1.898
H -3.754 3.151 -0.494
H -1.761 0.421 1.146
H -2.336 0.116 -0.489
H 0.564 0.811 0.273
H -0.009 0.473 -1.378
H -0.065 -1.568 1.212
H 2.066 -1.453 -1.304
H 2.324 -0.887 0.361
H 2.114 -3.288 1.178
H 1.816 -3.812 -0.495
```

The total charge is +1. Its max |F| is 0.1 eV/Å. The gap between HOMO and LUMO is 11.22 eV. The LUMO energy is -3.65 eV.

Atom charges from the Löwdin analysis, given in e for atoms 1 to 2: number 1, C, carries -0.08; number 2, C, carries -0.41

***

Entry from the Open Molecules 2025 dataset: one molecule with the formula C10H15N3O4S (wB97M-V/def2-TZVPD).

Structure (XYZ):
```
33
Properties=species:S:1:pos:R:3
C -4.814 -3.092 2.815
C -3.838 -1.990 2.421
C -3.686 -0.954 3.533
C -2.812 0.240 3.147
C -1.341 -0.112 2.934
H -0.748 0.807 2.883
H -0.970 -0.751 3.738
O -1.120 -0.858 1.735
C -1.046 -0.178 0.597
O -1.136 1.015 0.495
C -0.783 -1.120 -0.562
H -1.237 -2.091 -0.383
H -1.099 -0.678 -1.503
S 1.018 -1.417 -0.651
C 1.526 0.064 -1.405
N 0.666 0.894 -1.878
N 1.102 2.027 -2.442
C 2.412 2.415 -2.567
O 2.752 3.455 -3.067
N 3.307 1.478 -2.069
C 2.987 0.278 -1.463
O 3.821 -0.483 -1.041
H 4.290 1.716 -2.143
H 0.374 2.662 -2.746
H -3.195 0.703 2.235
H -2.856 0.985 3.943
H -4.677 -0.578 3.800
H -3.267 -1.434 4.420
H -4.196 -1.494 1.515
H -2.866 -2.432 2.199
H -4.908 -3.824 2.016
H -5.799 -2.677 3.017
H -4.469 -3.604 3.710
```

The total charge is 0. Its max |F| is 0.9 eV/Å. The energy above the lowest of the compared OMol25 structures with the same formula, charge and spin comes out at 13.2 kJ/mol. The gap between HOMO and LUMO is 8.92 eV. The LUMO energy is 0.07 eV. Its structure (SMILES) is CCCCCOC(=O)CSc1n[nH]c(=O)[nH]c1=O.

Atom charges from the Löwdin analysis, given in e for atoms 1 to 2: number 1, C, carries -0.11; number 2, C, carries -0.27

***

Entry from the Open Molecules 2025 dataset: BrH6O3Zn as an isolated structure at a distorted geometry (wB97M-V/def2-TZVPD).

Structure (XYZ):
```
11
Properties=species:S:1:pos:R:3
Zn -2.728 -1.739 -2.288
Br -1.271 -0.480 -0.621
O -1.652 1.136 2.498
H -1.668 0.786 1.607
H -1.538 2.079 2.383
O 1.205 1.929 -0.856
H 1.880 1.992 -0.180
H 0.898 1.024 -0.804
O 1.891 -2.470 -0.405
H 1.883 -2.165 -1.313
H 1.100 -2.093 -0.019
```

The total charge is +2. Its expectation value of S² is 0.760. Its max |F| is 2.7 eV/Å. The multiplicity is 2. The gap between HOMO and LUMO (alpha / beta) is 6.68 / 2.82 eV. The LUMO energy (alpha / beta) is -12.98 / -14.85 eV.

Atom charges from the Löwdin analysis, given in e for atoms 1 to 2: number 1, Zn, carries 1.11; number 2, Br, carries 0.20

***

Entry from the Open Molecules 2025 dataset: C45H43Cl3KN7O2PS as an isolated structure at a distorted geometry (wB97M-V/def2-TZVPD).

Structure (XYZ):
```
103
Properties=species:S:1:pos:R:3
K -0.062 1.194 0.086
Cl -0.936 2.612 -6.974
C -1.255 2.507 -5.263
C -0.277 2.013 -4.426
C -0.452 1.900 -3.044
N 0.578 1.293 -2.295
C 1.775 1.845 -2.373
O 2.116 2.967 -2.793
C 2.927 0.948 -1.925
C 4.136 1.096 -2.605
C 5.199 0.280 -2.276
C 5.040 -0.636 -1.245
C 3.816 -0.686 -0.602
N 2.770 0.070 -0.933
C -1.699 2.274 -2.497
C -2.673 2.774 -3.365
C -2.469 2.899 -4.724
Cl -3.752 3.531 -5.723
N -2.073 2.091 -1.148
C -2.358 3.195 -0.480
O -2.075 4.380 -0.744
C -3.198 2.977 0.772
C -3.984 4.038 1.229
C -4.833 3.825 2.295
C -4.866 2.568 2.890
C -4.024 1.592 2.389
N -3.205 1.782 1.356
H 0.676 1.725 -4.849
H 4.200 1.857 -3.368
H 6.140 0.359 -2.807
H 5.842 -1.296 -0.940
H 3.670 -1.374 0.223
H -3.627 3.067 -2.948
H -3.896 4.989 0.726
H -5.466 4.625 2.660
H -5.522 2.350 3.722
H -3.999 0.603 2.838
Cl 1.334 -0.724 1.934
C 1.796 -2.373 1.628
C 2.642 -2.943 2.574
C 3.102 -4.235 2.400
C 2.713 -4.955 1.279
C 1.861 -4.374 0.356
C 1.373 -3.072 0.497
P 0.219 -2.307 -0.742
C -1.193 -3.484 -0.639
C -2.085 -3.497 -1.714
C -3.230 -4.272 -1.678
C -3.518 -5.041 -0.555
C -2.647 -5.028 0.521
C -1.490 -4.258 0.477
C 0.925 -2.834 -2.360
C 0.933 -4.139 -2.856
C 1.464 -4.418 -4.104
C 1.981 -3.389 -4.885
C 1.931 -2.084 -4.424
C 1.397 -1.806 -3.171
H 2.941 -2.355 3.430
H 3.765 -4.674 3.134
H 3.069 -5.965 1.124
H 1.564 -4.949 -0.508
H -1.881 -2.888 -2.588
H -3.906 -4.267 -2.523
H -4.416 -5.645 -0.523
H -2.864 -5.615 1.405
H -0.824 -4.253 1.332
H 0.478 -4.943 -2.289
H 1.462 -5.435 -4.474
H 2.392 -3.606 -5.863
H 2.292 -1.271 -5.040
H 1.305 -0.780 -2.828
C 1.137 4.109 0.682
N 1.806 3.031 1.411
C 3.164 2.888 0.896
C 1.884 3.327 2.836
C 0.569 3.182 3.579
N 0.169 1.801 3.824
C -1.190 1.774 4.328
C 1.043 1.133 4.768
H 1.600 5.085 0.901
H 0.075 4.176 0.917
H 1.221 3.936 -0.392
H 3.784 3.765 1.155
H 3.146 2.808 -0.188
H 3.630 1.992 1.309
H 2.264 4.355 2.984
H 2.631 2.664 3.276
H -0.226 3.656 3.000
H 0.638 3.738 4.534
H -1.269 2.246 5.325
H -1.543 0.746 4.406
H -1.845 2.308 3.643
H 1.099 1.675 5.730
H 2.050 1.015 4.375
H 0.655 0.132 4.965
S -3.586 -2.304 2.775
C -4.008 -1.707 1.225
C -2.953 -1.054 0.682
N -1.810 -1.043 1.446
C -2.012 -1.653 2.568
H -4.993 -1.838 0.815
H -2.951 -0.525 -0.260
H -1.248 -1.773 3.322
```

The total charge is -1. Its max |F| is 1.4 eV/Å. The energy above the lowest of the compared OMol25 structures with the same formula, charge and spin comes out at 0.0 kJ/mol. The gap between HOMO and LUMO is 5.99 eV. The LUMO energy is 1.84 eV.

Atom charges from the Löwdin analysis, given in e for atoms 1 to 2: number 1, K, carries 0.56; number 2, Cl, carries 0.61

***

Entry from the Open Molecules 2025 dataset: one molecule with the formula C3H6N2O2S at a distorted geometry (wB97M-V/def2-TZVPD).

Structure (XYZ):
```
14
Properties=species:S:1:pos:R:3
C 0.206 -0.272 1.731
C 1.168 -0.315 0.574
C -0.960 0.595 -1.388
H 0.148 0.929 2.027
H -1.009 -0.784 1.716
H 0.865 -0.949 2.632
H 2.194 -0.653 0.701
H 0.246 2.052 -1.381
H -1.445 -1.354 -2.015
N -0.102 1.326 -0.597
N -1.005 -0.749 -1.123
O 1.184 0.828 -0.267
O -1.843 1.130 -2.114
S 0.355 -1.783 -0.497
```

The total charge is 0. Its max |F| is 5.2 eV/Å. The energy above the lowest of the compared OMol25 structures with the same formula, charge and spin comes out at 582.3 kJ/mol. The gap between HOMO and LUMO is 9.15 eV. The LUMO energy is 0.38 eV. Its structure (SMILES) is C[C@@H]1ONC(=O)NS1.

Atom charges from the Löwdin analysis, given in e for atoms 1 to 2: number 1, C, carries -0.20; number 2, C, carries -0.57

***

| no. | calculated total energy (hartree) |
| --- | --- |
| 1 | -2828.90787 |
| 2 | -754.97033 |
| 3 | -1011.95117 |
| 4 | -1253.50621 |
| 5 | -4581.74815 |
| 6 | -4994.55133 |
| 7 | -775.91837 |